No. 1
The following is a DFT calculation (the ωB97M-V functional and the def2-TZVPD basis) of a molecular structure, C29H38Cl2F3N2O2W.

Output
electronic energy = -2674.7147 hartree
F_max = 0.82 eV Å⁻¹
gap between HOMO and LUMO (spin up / spin down) = 6.42 / 6.43 eV
LUMO (spin up / spin down) = -5.3 / -5.3 eV
HOMO (spin up / spin down) = -11.74 / -11.74 eV

Geometry as ORCA input:
```
! RIJCOSX wB97M-V def2-TZVPD def2/J DEFGRID3
* xyz 1 1
W 0.39461 -1.02936 1.04769
Cl 1.40768 -0.80558 3.12248
C -0.23031 -2.92510 1.86041
Cl -1.84370 -2.65754 1.14227
H -0.32423 -2.94335 2.94075
H 0.17676 -3.84160 1.45611
C 0.24128 -4.72068 -0.89759
C 1.57972 -4.05858 -1.23017
C 2.41612 -3.61723 -0.03286
C 1.43387 -2.99982 -2.30969
C 1.89869 -3.40333 -3.55937
C 1.86169 -2.57875 -4.66200
C 1.42977 -1.28078 -4.49670
C 0.96457 -0.80051 -3.27626
C 0.76610 0.71954 -3.26274
C 1.45641 1.40114 -2.08661
C -0.64814 1.23714 -3.55299
C 0.88611 -1.70505 -2.18674
N 0.14870 -1.27522 -0.99927
C -1.09246 -0.82313 -1.26705
C -1.68618 0.07099 -0.36974
N -0.96584 0.39415 0.71517
C -1.24949 1.52943 1.56730
C -1.55988 1.28294 2.91785
C -1.72990 2.36906 3.76022
C -1.63548 3.66581 3.28060
C -1.39941 3.88476 1.93966
C -1.20063 2.83146 1.05116
C -1.01533 3.15941 -0.41583
C 0.06916 4.21168 -0.64507
C -2.34831 3.61737 -1.02033
C -1.87954 -0.10611 3.43011
C -3.34242 -0.43039 3.11634
C -1.58117 -0.31377 4.91328
H 0.35301 -5.46509 -0.10577
H -0.14558 -5.23518 -1.77758
H -0.51658 -3.99680 -0.60195
H 2.18316 -4.83484 -1.70307
H 1.85628 -3.02521 0.69028
H 3.28237 -3.02712 -0.32396
H 2.75740 -4.48712 0.53207
H 2.29456 -4.40588 -3.65672
H 2.20986 -2.92628 -5.62514
H 1.48263 -0.59495 -5.33288
H 1.34126 1.03930 -4.13348
H 0.97852 1.20840 -1.12935
H 1.47201 2.47962 -2.24124
H 2.48915 1.05949 -2.01475
H -1.33363 1.16140 -2.71131
H -1.08877 0.70118 -4.39550
H -0.59578 2.29336 -3.82397
H -1.59291 -1.13068 -2.17668
H -2.66327 0.50756 -0.54080
H -1.96078 2.20390 4.80294
H -1.76955 4.50302 3.95232
H -1.36509 4.89963 1.56705
H -0.70912 2.25876 -0.94142
H -0.20549 5.17468 -0.21414
H 0.21040 4.37232 -1.71494
H 1.02169 3.90459 -0.21082
H -2.70103 4.52965 -0.53670
H -3.13003 2.86359 -0.90056
H -2.23253 3.82379 -2.08544
H -1.25185 -0.84271 2.91388
H -3.99516 0.27695 3.62990
H -3.59759 -1.43733 3.44982
H -3.55305 -0.35602 2.04752
H -2.30111 0.21270 5.54077
H -0.58063 0.02731 5.17638
H -1.66223 -1.37349 5.16044
F 2.37744 2.02540 1.54201
C 3.50704 1.40167 1.18035
F 4.42695 1.59952 2.10659
F 3.92276 1.93499 0.02478
C 3.26491 -0.11736 0.97279
O 4.07893 -0.94524 1.18826
O 2.04266 -0.32046 0.42962
*
```

No. 2
The following is a DFT calculation (the ωB97M-V functional and the def2-TZVPD basis) of a molecular structure, C5H9NO3 at a distorted geometry.

Output
electronic energy = -476.2732 hartree
F_max = 2.44 eV Å⁻¹
gap between HOMO and LUMO = 8.86 eV
LUMO = 0.2 eV
energy relative to the best compared isomer or geometry (same formula, charge and spin) = 107.3 kcal per mole
HOMO = -8.63 eV

Geometry as ORCA input:
```
! RIJCOSX wB97M-V def2-TZVPD def2/J DEFGRID3
* xyz 0 1
C -0.18317 -0.77887 0.03241
C 0.71689 -1.46256 -0.95208
C 0.10979 -0.99712 1.48894
C 0.34794 1.38002 -0.77508
N 0.35897 2.21389 0.29352
C -1.43800 0.33048 -0.31824
O -1.57817 -1.03795 -0.33438
O 1.12208 1.23842 -1.65141
O -1.40471 1.09950 -1.36595
H -0.48492 2.29463 0.83649
H 0.82198 3.09321 0.10170
H -1.77058 0.75927 0.64240
H 0.59377 -2.54444 -0.84038
H 1.13357 -0.69324 1.71631
H 0.45888 -1.18873 -1.97348
H 1.76317 -1.21333 -0.77307
H -0.56978 -0.43594 2.13298
H 0.00229 -2.05724 1.73932
*
```

No. 3
The following is a DFT calculation (the ωB97M-V functional and the def2-TZVPD basis) of a molecular structure, C34H42Br57N3P at a distorted geometry.

Output
electronic energy = -148544.0456 hartree
F_max = 10.12 eV Å⁻¹
gap between HOMO and LUMO = 7.46 eV
LUMO = -3.2 eV
HOMO = -10.64 eV

Geometry as ORCA input:
```
! RIJCOSX wB97M-V def2-TZVPD def2/J DEFGRID3
* xyz 1 1
C -2.95933 -6.02173 3.14939
C -1.87197 -5.36577 2.50803
C -0.37740 -4.95203 1.88343
N -0.54231 -3.80763 0.90751
C -0.79883 -3.91293 -0.61063
C -0.97964 -5.38401 -1.38509
C -1.59780 -6.55713 -1.91421
C -0.86269 -2.42373 -1.30937
P -1.10123 -1.91672 -3.16242
C -0.97448 -3.49129 -4.30072
C -2.43365 -4.17103 -4.62113
C 0.54058 -0.95772 -3.58650
C 1.72269 -2.12315 -3.60580
N -0.67099 -1.50211 -0.10773
N -0.67894 -0.09152 -0.19604
C -2.10918 0.26996 0.24781
C -2.82485 1.37049 -0.75790
C -0.49737 -2.30857 1.16873
C -0.29449 -1.58573 2.64027
H -3.66748 -6.68904 3.84090
H 0.06053 -5.86464 1.25136
H 0.34883 -4.69147 2.79394
H -2.24531 -7.46122 -2.34274
H -0.19690 -4.25079 -3.81193
H -0.42765 -3.10077 -5.28743
H -3.27643 -3.75976 -3.88795
H -2.67115 -3.92071 -5.76140
H -2.30458 -5.34391 -4.44154
H 0.44331 -0.38426 -4.62249
H 0.84287 -0.18918 -2.75671
H 2.76077 -1.59064 -3.38145
H 1.53300 -2.87360 -2.71314
H 1.72829 -2.73021 -4.61545
H -0.63206 0.19978 -1.19871
H -2.76710 -0.72344 0.20736
H -2.07890 0.60011 1.37018
H -1.96029 1.94246 -1.30082
H -3.61435 2.05363 -0.22916
H -3.37533 0.72813 -1.59614
H -1.37347 -1.20520 2.96219
H -0.01431 -2.42366 3.43216
H 0.44027 -0.67494 2.63349
C -2.68793 4.88369 -3.33030
Br -4.35449 4.27961 -2.52906
Br -1.27064 5.05695 -2.00920
Br -2.15234 3.75719 -4.82304
H -2.87198 5.88442 -3.73488
C -3.71250 6.63856 -7.98410
Br -3.01672 7.20211 -6.25707
Br -2.28656 6.16208 -9.21847
Br -5.02265 5.21170 -7.80601
H -4.23404 7.49955 -8.41506
C 1.68355 2.53349 2.70935
Br 3.17034 1.74068 3.68158
Br 1.82757 2.23008 0.79330
Br -0.03403 1.94562 3.40826
H 1.73933 3.61567 2.86678
C 6.09443 4.15256 3.14374
Br 7.77194 3.52555 3.90344
Br 5.45690 5.76382 4.02772
Br 6.21445 4.38373 1.21597
H 5.34904 3.37147 3.32630
C 2.98727 -7.10404 4.12185
Br 3.26047 -5.19272 3.88407
Br 1.94664 -7.49341 5.71857
Br 2.21682 -7.92782 2.53694
H 3.97556 -7.55265 4.26703
C 4.95198 0.10334 -0.57053
Br 3.25153 -0.84113 -0.54244
Br 5.93258 -0.12169 1.09434
Br 6.02699 -0.38717 -2.11581
H 4.72369 1.17006 -0.66546
C 5.98727 -10.27773 4.50201
Br 6.26047 -8.36641 4.26423
Br 4.94664 -10.66710 6.09873
Br 5.21682 -11.10151 2.91710
H 6.97556 -10.72634 4.64719
C 2.47626 8.91330 5.10534
Br 2.01169 7.35130 4.04296
Br 3.80324 8.49542 6.46494
Br 3.02826 10.40884 3.99054
H 1.56731 9.22451 5.63068
C 1.16247 8.85482 -10.38065
Br 1.19054 7.49707 -11.77350
Br -0.53905 9.79573 -10.32115
Br 1.64507 8.12121 -8.64483
H 1.92774 9.59406 -10.63930
C 6.99443 -4.59705 4.94773
Br 8.67194 -5.22405 5.70742
Br 6.35690 -2.98579 5.83171
Br 7.11445 -4.36588 3.01996
H 6.24904 -5.37814 5.13029
C -1.42374 2.43749 7.63696
Br -1.88831 0.87549 6.57457
Br -0.09676 2.01961 8.99656
Br -0.87174 3.93303 6.52215
H -2.33269 2.74870 8.16230
C -5.01198 -1.90728 3.26527
Br -4.61923 -2.42009 5.10024
Br -5.67874 -0.08349 3.15026
Br -3.48830 -2.19639 2.09097
H -5.81499 -2.56399 2.91467
C 7.56460 -9.87057 9.33048
Br 5.80171 -9.21098 9.82191
Br 7.70176 -11.79904 9.54545
Br 8.07693 -9.30334 7.54165
H 8.28003 -9.41963 10.02607
C -3.95978 5.56159 1.65117
Br -4.45811 3.68315 1.73762
Br -2.02988 5.80133 1.69623
Br -4.76462 6.45434 0.12167
H -4.36257 6.04089 2.54953
C -8.43545 3.11511 -6.33929
Br -10.10201 2.51104 -5.53806
Br -7.01815 3.28837 -5.01820
Br -7.89986 1.98861 -7.83203
H -8.61949 4.11584 -6.74388
C 5.57754 8.96656 10.46343
Br 3.91097 8.36248 11.26467
Br 6.99483 9.13981 11.78453
Br 6.11312 7.84005 8.97069
H 5.39349 9.96729 10.05885
C -9.74774 -1.89771 -8.79001
Br -7.95610 -1.97816 -8.03642
Br -10.92534 -0.76198 -7.73767
Br -9.72217 -1.37505 -10.66359
H -10.15871 -2.91174 -8.74653
C 11.04928 2.34111 1.79490
Br 9.34884 1.39664 1.82299
Br 12.02989 2.11608 3.45977
Br 12.12430 1.85060 0.24962
H 10.82100 3.40784 1.69997
C -13.41764 -0.78711 -12.71144
Br -13.36195 -2.58653 -11.97436
Br -14.77543 -0.61267 -14.09347
Br -13.62237 0.55842 -11.32156
H -12.44930 -0.60757 -13.19010
*
```

Copy entry 2 word for word.
The following is a DFT calculation (the ωB97M-V functional and the def2-TZVPD basis) of a molecular structure, C5H9NO3 at a distorted geometry.

Output
electronic energy = -476.2732 hartree
F_max = 2.44 eV Å⁻¹
gap between HOMO and LUMO = 8.86 eV
LUMO = 0.2 eV
energy relative to the best compared isomer or geometry (same formula, charge and spin) = 107.3 kcal per mole
HOMO = -8.63 eV

Geometry as ORCA input:
```
! RIJCOSX wB97M-V def2-TZVPD def2/J DEFGRID3
* xyz 0 1
C -0.18317 -0.77887 0.03241
C 0.71689 -1.46256 -0.95208
C 0.10979 -0.99712 1.48894
C 0.34794 1.38002 -0.77508
N 0.35897 2.21389 0.29352
C -1.43800 0.33048 -0.31824
O -1.57817 -1.03795 -0.33438
O 1.12208 1.23842 -1.65141
O -1.40471 1.09950 -1.36595
H -0.48492 2.29463 0.83649
H 0.82198 3.09321 0.10170
H -1.77058 0.75927 0.64240
H 0.59377 -2.54444 -0.84038
H 1.13357 -0.69324 1.71631
H 0.45888 -1.18873 -1.97348
H 1.76317 -1.21333 -0.77307
H -0.56978 -0.43594 2.13298
H 0.00229 -2.05724 1.73932
*
```